1.
The following is a DFT calculation (the ωB97M-V functional and the def2-TZVPD basis) of a structure of composition C17H34GeN3ORhSSi3.

XYZ file:
```
61
Properties=species:S:1:pos:R:3:forces:R:3
Rh 0.14344 -0.51499 0.40153 -0.044 0.317 -1.417
N -3.79588 0.31165 -1.03680 0.057 0.006 -0.091
C -2.48952 0.31208 -0.69507 -0.031 0.111 0.013
S -1.63872 -1.22531 -0.75401 -0.047 -0.089 0.328
N -1.92858 1.40800 -0.30545 0.088 -0.182 -0.127
N -0.59924 1.24215 0.04889 -0.356 0.432 0.566
C 0.03406 2.34322 0.31934 0.069 -0.024 -0.218
C 1.42875 2.48813 0.57809 0.025 -0.133 0.109
C 1.92663 3.74842 0.96168 -0.007 -0.046 0.010
C 3.27062 3.93309 1.16266 0.033 -0.010 0.008
C 4.14962 2.85882 0.96387 0.017 0.041 0.007
C 3.69441 1.61604 0.58494 -0.044 0.034 -0.073
C 2.32280 1.40961 0.39754 -0.210 0.113 -0.298
O 1.89275 0.21644 0.01962 0.492 -0.303 0.754
H -4.17416 -0.48482 -1.51888 -0.011 -0.004 0.008
H -4.23443 1.20304 -1.20551 -0.019 -0.003 0.034
H -0.58732 3.23246 0.28286 0.034 0.029 -0.103
H 1.23137 4.56842 1.09599 0.003 0.004 -0.012
H 3.65268 4.89958 1.45823 0.001 -0.003 0.008
H 5.21138 3.00741 1.11281 0.000 0.006 -0.005
H 4.36862 0.78623 0.42291 0.002 0.002 0.007
C 2.69678 -1.65134 2.75324 0.003 -0.077 0.013
Si 1.59093 -0.53484 3.78255 0.116 0.237 -0.447
C 2.33316 1.17395 3.90736 -0.002 0.045 0.107
C 1.35732 -1.21283 5.50309 -0.062 -0.009 0.050
Ge -0.59866 -0.29018 2.67337 -0.128 -0.736 1.164
Si -2.01490 1.37400 3.68593 0.056 0.343 -0.554
C -1.18682 3.05222 3.55940 0.037 0.014 0.019
C -2.19139 0.81647 5.45594 0.078 -0.073 0.039
C -3.65007 1.43196 2.79102 -0.087 -0.089 0.061
Si -1.56964 -2.54465 2.79584 0.209 0.252 -0.432
C -0.38662 -3.61620 1.77938 -0.068 -0.071 0.031
C -3.28203 -2.53988 2.05798 -0.097 -0.092 0.095
C -1.65399 -3.09606 4.57360 -0.069 -0.080 0.034
H 3.74236 -1.36492 2.89490 -0.006 -0.016 0.071
H 2.50421 -1.57603 1.68182 0.036 0.028 0.004
H 2.60048 -2.70058 3.03842 -0.029 0.011 0.014
H 3.28619 1.12738 4.44268 -0.005 -0.028 -0.003
H 1.68294 1.85726 4.45733 0.003 -0.017 0.022
H 2.52665 1.60430 2.92682 -0.006 0.043 0.023
H 2.33336 -1.19050 5.99708 0.000 0.023 -0.005
H 1.00664 -2.24141 5.51872 0.045 -0.020 0.008
H 0.67275 -0.60612 6.09751 0.002 -0.015 0.011
H -0.09794 2.98313 3.55872 -0.002 0.014 0.022
H -1.47800 3.70394 4.38652 -0.036 -0.014 -0.006
H -1.49484 3.54346 2.63319 0.004 -0.001 0.005
H -1.24588 0.85377 5.99925 -0.006 0.022 0.003
H -2.59291 -0.19348 5.54160 -0.027 0.005 -0.003
H -2.88925 1.49692 5.95132 0.008 -0.009 0.024
H -3.48763 1.67758 1.74032 -0.013 0.022 0.013
H -4.29795 2.19758 3.22593 0.023 0.008 0.010
H -4.18365 0.48132 2.83892 0.000 0.005 -0.004
H 0.09775 -3.05877 0.96643 0.015 -0.022 -0.017
H -0.91210 -4.44563 1.29961 -0.009 -0.014 0.045
H 0.41306 -4.03953 2.38979 0.001 0.042 0.020
H -3.25414 -2.31119 0.99572 -0.068 0.011 0.003
H -3.93210 -1.81610 2.55196 0.006 -0.009 0.022
H -3.74153 -3.52581 2.17324 0.031 -0.007 0.016
H -0.67985 -3.14128 5.05149 0.000 -0.025 0.015
H -2.08889 -4.09920 4.60927 -0.006 0.006 -0.013
H -2.29700 -2.44285 5.16462 0.001 -0.005 0.014
```
Positions in Å, forces in eV/Å.

Its spin multiplicity is 2. For the energy above the lowest of the compared OMol25 structures with the same formula, charge and spin, the calculation gives 25.3 kcal/mol. The value obtained for the HOMO-LUMO gap (spin up / spin down) is 6.95 / 6.05 eV. Its net charge is +1. For the LUMO energy (spin up / spin down), the calculation gives -4.298 / -5.133 eV. The HOMO energy (spin up / spin down) comes out at -11.25 / -11.18 eV. For the total energy, the calculation gives -4361.6647 a.u. The expectation value of S² is 0.758.

=====

2.
The following is a DFT calculation (the ωB97M-V functional and the def2-TZVPD basis) of a cluster of 10 separate species, C31H67N9O9 in total.

XYZ file:
```
116
Properties=species:S:1:pos:R:3:forces:R:3
C -2.23886 -5.01987 3.14524 0.056 0.240 0.726
C -1.85409 -5.64320 1.94223 -0.048 0.392 -0.463
C -2.54417 -5.00390 0.93551 -0.156 -0.879 0.420
N -3.38022 -4.10023 1.51605 0.016 0.530 -0.121
C -3.16844 -4.03425 2.87808 0.292 -0.914 -0.742
H -1.83024 -5.29028 4.10758 -0.117 0.135 -0.033
H -1.14956 -6.45251 1.85448 0.057 0.056 -0.140
H -2.56703 -5.18589 -0.12383 -0.127 -0.036 -0.001
H -4.15317 -3.71149 1.00536 0.085 0.437 0.187
H -3.61444 -3.26578 3.48192 -0.228 -0.136 0.109
C 1.09762 5.42730 -2.94453 0.287 -0.310 0.297
N 0.59904 4.71599 -1.77685 -0.428 0.521 0.039
C 1.35228 4.03999 -0.89708 0.390 -1.800 0.281
C 2.83548 3.95191 -1.11263 1.119 0.611 0.367
O 0.81923 3.35536 -0.01513 -0.161 0.781 -0.137
H 0.30795 5.77043 -3.60651 -0.271 -0.100 0.250
H 1.71394 4.72887 -3.50638 0.189 0.176 -0.165
H 1.69634 6.28581 -2.64529 0.067 0.084 -0.120
H -0.37278 4.71617 -1.50126 -0.042 0.100 -0.390
H 3.11876 3.22786 -1.87660 -0.310 0.258 -0.381
H 3.40366 3.62296 -0.23943 -0.710 -0.154 0.390
H 3.29820 4.92291 -1.31249 -0.216 -0.042 -0.514
C -1.30236 -3.03649 5.98844 -0.504 -0.744 -0.418
N -0.79381 -1.78720 5.46092 -0.515 -0.772 1.097
C 0.41100 -1.65770 4.88912 1.525 1.151 -1.201
C 1.14649 -2.89254 4.42435 -0.743 -0.943 0.250
O 0.91227 -0.56103 4.67553 -0.231 0.183 0.183
H -0.57626 -3.69896 6.46489 0.381 0.309 -0.211
H -1.76059 -3.59338 5.16257 -0.047 -0.028 0.461
H -2.04413 -2.87978 6.76986 -0.136 0.348 -0.207
H -1.27305 -0.96469 5.78388 0.385 0.339 -0.210
H 2.02513 -2.73823 3.80701 0.000 0.731 0.172
H 0.46669 -3.50419 3.81941 -0.023 -0.180 0.258
H 1.45004 -3.46466 5.30508 -0.030 -0.196 -0.132
C -0.41926 -4.28564 -1.58163 0.151 -0.316 -0.423
N 0.17492 -3.85833 -2.83445 -0.055 0.245 0.415
C 0.83760 -2.68857 -2.88338 0.480 0.691 -0.370
C 1.32760 -2.22290 -4.22961 -0.404 -0.178 -0.117
O 0.99550 -1.95496 -1.91685 -0.356 -0.547 0.439
H 0.36181 -4.38851 -0.82749 -0.181 -0.060 0.125
H -0.88943 -5.24761 -1.77888 -0.009 -0.023 0.266
H -1.16495 -3.57396 -1.22923 0.073 0.001 -0.037
H 0.07623 -4.40943 -3.66442 -0.009 -0.054 -0.060
H 2.38698 -1.97794 -4.22093 0.004 -0.009 0.110
H 0.76138 -1.30367 -4.38290 0.245 0.086 -0.317
H 1.10903 -2.92707 -5.03277 0.067 0.053 -0.048
C 0.46949 2.59321 3.17205 -0.431 0.142 1.191
N 1.71894 3.11321 2.65658 -2.519 -0.072 -0.778
C 2.97041 2.98111 3.04941 1.619 0.820 0.531
C 3.26583 2.19523 4.31705 -0.320 -0.133 -0.227
O 3.89917 3.55023 2.45698 -0.526 -0.426 0.090
H 0.54152 1.70269 3.79504 0.307 0.066 0.024
H -0.26148 2.35641 2.40356 0.536 -0.091 -0.498
H -0.04016 3.38842 3.73306 0.122 -0.143 0.345
H 1.44674 3.67682 1.86092 1.256 -0.030 -0.319
H 2.68997 2.50523 5.19096 -0.153 0.248 -0.187
H 4.31895 2.35470 4.52414 0.048 -0.299 -0.020
H 3.00522 1.14538 4.16951 0.247 -0.071 0.067
C 1.39383 2.27625 -5.35560 0.019 0.023 -0.002
N 1.63343 1.59752 -4.10160 -1.818 -0.100 0.335
C 2.80867 1.15266 -3.61993 1.377 0.329 -0.167
C 2.76777 0.55842 -2.24867 -0.341 -0.492 0.745
O 3.85619 1.27267 -4.23811 -0.089 -0.050 -0.256
H 1.48189 3.35765 -5.23961 0.612 0.029 -0.219
H 0.36079 2.17159 -5.69537 -0.012 -0.538 0.244
H 2.05238 1.85286 -6.10944 0.151 0.398 -0.106
H 0.81765 1.44859 -3.52286 0.089 0.099 0.049
H 3.54617 0.91123 -1.57204 0.055 0.478 -0.320
H 2.94691 -0.51563 -2.25219 -0.163 -0.031 -0.399
H 1.79019 0.71162 -1.79245 0.050 -0.030 0.144
C -3.57540 3.01306 -4.89025 0.122 0.535 0.467
N -3.21390 1.61229 -4.95508 -0.330 0.495 -0.820
C -2.39680 0.97329 -4.09761 -0.548 -0.073 1.224
C -2.28788 -0.51658 -4.21313 0.898 -0.383 -0.230
O -1.84820 1.51225 -3.14215 0.046 0.445 -0.492
H -4.54269 3.18153 -5.36032 0.001 -0.244 -0.082
H -2.85735 3.68003 -5.37275 0.138 -0.135 -0.007
H -3.67509 3.33188 -3.85345 0.123 -0.138 0.033
H -3.50000 1.17375 -5.81300 0.066 -0.494 0.210
H -2.28723 -0.91902 -3.20204 -0.207 0.036 0.020
H -1.26769 -0.69219 -4.56953 -0.151 -0.251 -0.194
H -3.00104 -1.05084 -4.83662 -0.057 0.227 -0.101
C 2.82173 -0.31759 1.69620 -0.466 -0.480 -0.890
N 2.89695 -1.50622 0.84232 0.076 -0.098 -0.104
C 3.95968 -1.72803 0.02754 0.829 0.358 -0.113
C 3.87335 -2.94324 -0.86664 -0.849 -0.678 0.458
O 4.97588 -1.05480 0.08862 -0.192 0.035 -0.028
H 3.63128 -0.30945 2.41736 0.014 0.030 0.035
H 1.84840 -0.38018 2.18179 0.156 0.263 0.343
H 2.85915 0.56878 1.05909 0.114 0.208 0.286
H 2.04101 -1.93752 0.54309 -0.145 0.040 0.010
H 4.66230 -3.62175 -0.54350 0.052 -0.008 -0.150
H 3.93354 -2.80117 -1.94270 0.327 0.543 0.083
H 2.90832 -3.42937 -0.69366 0.131 -0.186 -0.038
C -4.44638 0.78368 2.77671 -0.333 0.131 -0.679
N -3.58276 1.70570 2.06002 0.270 -0.213 0.645
C -4.02898 2.47728 1.04578 -0.036 -0.624 -0.619
C -3.00342 3.30838 0.30500 -0.473 0.557 -0.166
O -5.19846 2.47922 0.68234 0.012 0.234 0.169
H -4.14500 -0.23851 2.54030 -0.051 -0.090 0.170
H -5.45470 0.95006 2.40089 -0.037 -0.110 0.084
H -4.44710 0.93100 3.85528 0.219 0.105 0.010
H -2.59664 1.49430 2.15902 -0.007 0.449 -0.054
H -3.51465 4.26731 0.17955 0.339 0.160 0.166
H -2.86842 2.96469 -0.72241 0.037 -0.425 0.136
H -2.03310 3.43401 0.78117 -0.037 -0.056 0.099
C -0.86494 -1.84880 1.24997 -1.019 0.147 0.001
C -0.94879 -0.34019 1.37722 1.108 -0.962 0.256
C -0.53795 0.46021 0.17363 -1.076 0.694 0.799
O -1.26769 0.14864 2.43953 -0.370 0.156 -0.105
H -1.35995 -2.34035 2.08869 0.286 0.145 0.172
H 0.15959 -2.19096 1.16097 0.105 -0.038 -0.176
H -1.44659 -2.13191 0.36900 0.392 -0.102 -0.180
H -1.29146 0.27996 -0.59788 0.407 -0.140 -0.373
H 0.48147 0.26087 -0.14182 -0.075 -0.294 -0.194
H -0.63122 1.50770 0.45508 0.265 0.065 -0.237
```
Positions in Å, forces in eV/Å.

For the energy above the lowest of the compared OMol25 structures with the same formula, charge and spin, the calculation gives 14.7 kcal/mol. The value obtained for the HOMO-LUMO gap is 8.31 eV. Its SMILES is c1cc[nH]c1.CNC(C)=O.CNC(C)=O.CNC(C)=O.CNC(C)=O.CNC(C)=O.CNC(C)=O.CNC(C)=O.CNC(C)=O.CC(C)=O. For the LUMO energy, the calculation gives -0.010 eV. The HOMO energy comes out at -8.32 eV. For the total energy, the calculation gives -2391.4671 a.u.

=====

3.
The following is a DFT calculation (the ωB97M-V functional and the def2-TZVPD basis) of the ion C4H8IN2 with charge +1.

XYZ file:
```
15
Properties=species:S:1:pos:R:3:forces:R:3
C -1.29318 0.98142 -0.23663 -0.157 -2.262 -2.466
C -0.14641 0.31078 0.53108 1.343 -0.978 -1.733
C 0.15822 -1.16101 0.07050 -3.256 -1.121 1.190
N 1.59828 -1.30322 0.15830 2.537 -1.480 1.267
C 2.29559 -0.18348 0.24187 -6.543 2.627 0.054
I 4.29344 0.01820 0.10697 0.047 0.175 0.147
N 1.16884 0.91871 0.29396 6.343 -0.305 -0.145
H -1.08334 1.17159 -1.39323 -0.089 -0.574 2.579
H -1.44960 1.89862 0.22240 -0.738 1.782 0.664
H -2.23924 0.32794 -0.19195 1.400 1.068 0.136
H -0.22449 0.31743 1.58490 -1.036 -0.023 1.226
H -0.55189 -1.90723 0.73831 2.467 1.589 -1.421
H -0.17401 -1.37902 -0.96370 0.351 0.417 0.378
H 2.11071 -2.20594 0.38315 -1.150 1.347 -0.878
H 1.57030 1.83868 0.72198 -1.521 -2.264 -0.998
```
Positions in Å, forces in eV/Å.

For the energy above the lowest of the compared OMol25 structures with the same formula, charge and spin, the calculation gives 42.3 kcal/mol. The value obtained for the HOMO-LUMO gap is 9.68 eV. Its SMILES is C[C@H]1C[NH+]=C(I)N1. Its net charge is +1. For the LUMO energy, the calculation gives -4.412 eV. The HOMO energy comes out at -14.09 eV. For the total energy, the calculation gives -564.1121 a.u.

=====

> Look up the total energy of the third one.

-564.1121 a.u.